No. 1
{
  "formula": "C6H7Br12N",
  "method": "ωB97M-V with the def2-TZVPD basis set",
  "homo_ev": -10.1,
  "homo_lumo_gap_ev": 9.590,
  "multiplicity": 1,
  "symbols": ["C", "C", "N", "H", "H", "H", "C", "Br", "Br", "Br", "H", "C", "Br", "Br", "Br", "H", "C", "Br", "Br", "Br", "H", "C", "Br", "Br", "Br", "H"],
  "xyz": [[0.47, 2.02, 0.72], [0.46, 0.89, -0.15], [0.60, -0.02, -0.81], [-0.44, 2.67, 0.69], [1.30, 2.73, 0.50], [0.61, 1.70, 1.78], [2.18, -0.57, -3.31], [0.86, -0.26, -4.55], [3.50, 0.83, -3.08], [3.18, -2.18, -3.64], [1.56, -0.86, -2.41], [3.50, -1.56, 2.37], [3.84, 0.12, 3.24], [3.90, -1.42, 0.55], [1.74, -2.05, 3.05], [4.10, -2.32, 2.77], [-3.78, -0.52, 3.14], [-1.94, -0.63, 2.66], [-5.10, -0.36, 1.68], [-4.11, 1.06, 4.42], [-4.24, -1.36, 3.63], [-2.32, 0.43, -2.72], [-2.84, 2.19, -2.10], [-3.23, -0.05, -4.27], [-2.57, -0.90, -1.22], [-1.23, 0.43, -2.95]],
  "mulliken_charge": [-0.85, 0.33, -0.29, 0.25, 0.30, 0.23, 0.00, -0.02, -0.04, -0.04, 0.18, -0.35, -0.04, 0.08, -0.03, 0.34, -0.38, 0.10, -0.03, -0.07, 0.37, 0.27, -0.03, -0.01, 0.00, -0.26]
}


No. 2
{
  "formula": "C6H12",
  "method": "ωB97M-V with the def2-TZVPD basis set",
  "homo_ev": -9.5,
  "smiles": "C=CC.C=CC",
  "homo_lumo_gap_ev": 10.482,
  "multiplicity": 1,
  "symbols": ["C", "C", "C", "H", "H", "H", "H", "H", "H", "C", "C", "C", "H", "H", "H", "H", "H", "H"],
  "xyz": [[2.06, 4.36, 1.27], [1.54, 3.14, 1.16], [1.47, 2.22, 2.33], [2.30, 4.87, 0.34], [2.23, 4.85, 2.22], [1.06, 2.70, 0.30], [2.16, 2.41, 3.16], [0.55, 2.16, 2.93], [1.85, 1.25, 1.99], [-1.02, -2.83, -0.57], [-1.77, -3.55, -1.40], [-2.13, -3.15, -2.80], [-0.80, -3.18, 0.43], [-0.60, -1.85, -0.75], [-2.18, -4.51, -1.09], [-2.39, -2.09, -2.78], [-1.32, -3.18, -3.52], [-3.04, -3.62, -3.18]],
  "mulliken_charge": [-0.66, 0.02, -1.07, 0.24, 0.27, 0.31, 0.32, 0.28, 0.29, -0.77, 0.12, -0.98, 0.24, 0.26, 0.29, 0.28, 0.26, 0.31]
}


No. 3
{
  "formula": "C46H66N5O4Y",
  "method": "ωB97M-V with the def2-TZVPD basis set",
  "homo_ev": [-12.3, -12.2],
  "total_charge": 2,
  "homo_lumo_gap_ev": [5.919, 5.804],
  "multiplicity": 1,
  "symbols": ["Y", "C", "C", "C", "C", "C", "C", "C", "N", "C", "C", "C", "C", "C", "C", "O", "C", "C", "C", "C", "C", "C", "C", "C", "C", "O", "C", "C", "C", "C", "C", "C", "H", "H", "H", "H", "H", "H", "H", "H", "H", "H", "H", "H", "H", "H", "H", "H", "H", "H", "H", "H", "H", "H", "H", "H", "H", "H", "H", "H", "H", "H", "H", "H", "H", "H", "H", "H", "H", "H", "H", "H", "O", "H", "H", "N", "C", "C", "C", "C", "C", "C", "C", "H", "H", "H", "H", "H", "C", "C", "C", "C", "N", "C", "C", "H", "H", "H", "H", "H", "H", "H", "C", "N", "C", "C", "O", "N", "C", "C", "H", "H", "H", "H", "H", "H", "H", "H", "H", "H", "H", "H"],
  "xyz": [[-0.05, 0.30, -0.13], [-3.13, 2.60, 6.79], [-2.09, 1.50, 6.55], [-2.49, 0.23, 7.31], [-0.74, 1.98, 7.09], [-2.03, 1.20, 5.06], [-0.91, 1.38, 4.31], [-0.92, 1.09, 2.93], [0.10, 1.30, 2.07], [1.20, 2.03, 2.34], [1.33, 3.04, 3.31], [2.55, 3.57, 3.59], [3.68, 3.01, 2.92], [3.63, 2.10, 1.90], [2.33, 1.66, 1.49], [2.08, 0.93, 0.47], [4.97, 1.71, 1.24], [5.56, 2.95, 0.56], [4.91, 0.58, 0.20], [5.94, 1.23, 2.34], [2.75, 4.65, 4.64], [3.90, 5.59, 4.26], [1.47, 5.48, 4.82], [3.09, 3.96, 5.97], [-2.08, 0.45, 2.31], [-1.97, 0.09, 1.09], [-3.26, 0.30, 3.10], [-3.20, 0.71, 4.41], [-4.53, -0.33, 2.52], [-4.25, -1.79, 2.13], [-5.67, -0.34, 3.54], [-4.99, 0.47, 1.29], [-3.16, 2.85, 7.85], [-4.13, 2.29, 6.49], [-2.87, 3.51, 6.24], [-2.51, 0.43, 8.38], [-1.78, -0.58, 7.13], [-3.49, -0.12, 7.02], [-0.83, 2.19, 8.15], [-0.42, 2.90, 6.60], [0.04, 1.22, 6.97], [0.03, 1.67, 4.77], [0.43, 3.43, 3.77], [4.66, 3.36, 3.23], [4.87, 3.34, -0.20], [6.50, 2.70, 0.06], [5.76, 3.75, 1.27], [4.27, 0.84, -0.64], [4.55, -0.35, 0.65], [5.92, 0.40, -0.17], [6.12, 1.98, 3.10], [6.91, 0.99, 1.89], [5.56, 0.33, 2.83], [3.81, 5.94, 3.22], [4.88, 5.12, 4.38], [3.89, 6.47, 4.91], [1.12, 5.88, 3.86], [1.67, 6.32, 5.48], [0.67, 4.90, 5.27], [3.99, 3.35, 5.88], [2.26, 3.32, 6.30], [3.26, 4.71, 6.74], [-4.09, 0.59, 5.01], [-3.89, -2.35, 3.00], [-3.50, -1.85, 1.35], [-5.17, -2.26, 1.78], [-5.42, -0.91, 4.43], [-6.55, -0.81, 3.08], [-5.96, 0.67, 3.84], [-4.24, 0.42, 0.49], [-5.15, 1.52, 1.55], [-5.93, 0.07, 0.91], [1.70, -1.65, -0.02], [2.51, -1.21, 0.29], [1.94, -2.06, -0.86], [1.31, 0.48, -2.08], [2.21, 0.86, -2.69], [3.31, 1.33, -3.44], [3.82, 2.61, -3.19], [4.90, 3.06, -3.91], [5.48, 2.26, -4.89], [4.98, 0.99, -5.14], [3.89, 0.51, -4.42], [3.36, 3.23, -2.43], [5.30, 4.05, -3.72], [6.33, 2.62, -5.45], [5.43, 0.36, -5.89], [3.49, -0.47, -4.61], [-4.10, 4.46, -3.58], [-3.15, 3.61, -2.80], [-3.36, 3.30, -1.46], [-2.45, 2.52, -0.77], [-1.34, 2.02, -1.33], [-1.12, 2.33, -2.62], [-1.98, 3.11, -3.37], [-5.08, 4.49, -3.12], [-4.19, 4.09, -4.60], [-3.71, 5.48, -3.64], [-4.24, 3.67, -0.94], [-2.62, 2.28, 0.27], [-0.23, 1.95, -3.08], [-1.74, 3.32, -4.40], [-4.19, -2.95, -1.37], [-2.95, -2.27, -1.71], [-3.08, -1.20, -2.69], [-1.83, -2.33, -0.98], [-0.97, -1.40, -1.08], [-1.65, -3.40, -0.17], [-1.97, -4.76, -0.60], [-0.77, -3.33, 0.98], [-4.98, -2.20, -1.22], [-4.09, -3.51, -0.45], [-4.50, -3.62, -2.17], [-3.79, -1.51, -3.46], [-2.12, -1.00, -3.16], [-3.45, -0.28, -2.23], [-2.35, -4.76, -1.62], [-2.70, -5.23, 0.06], [-1.06, -5.36, -0.58], [-0.70, -2.31, 1.34], [0.24, -3.69, 0.76], [-1.19, -3.94, 1.78]],
  "mulliken_charge": [2.01, -1.68, 1.68, -1.67, -1.92, -0.80, -0.87, -0.68, 0.17, -0.59, -0.29, -1.14, -0.20, 0.05, 0.87, -0.95, 2.21, -1.52, -1.81, -1.83, 2.01, -1.86, -1.73, -1.38, 0.53, 0.25, -0.75, -0.11, 2.50, -1.32, -2.33, -1.39, 0.49, 0.33, 0.34, 0.46, 0.38, 0.34, 0.57, 0.21, 0.38, 1.30, 1.13, 0.32, 0.25, 0.47, 0.34, 0.22, 0.25, 0.57, 0.30, 0.48, 0.42, 0.37, 0.38, 0.46, 0.41, 0.48, 0.18, 0.31, 0.15, 0.46, 0.61, 0.33, 0.02, 0.54, 0.46, 0.43, 0.43, -0.05, 0.38, 0.50, -0.57, 0.18, 0.30, -0.34, 0.52, 0.20, -0.19, -0.76, -0.37, -0.69, -0.38, 0.50, 0.43, 0.43, 0.43, 0.49, -1.51, 0.95, -1.06, -0.67, 0.10, -0.28, -0.89, 0.39, 0.40, 0.31, 0.47, 0.65, 0.36, 0.49, -1.24, 0.23, -1.13, 0.35, -0.45, 0.44, -1.21, -0.78, 0.41, 0.45, 0.32, 0.42, 0.31, 0.32, 0.36, 0.35, 0.41, -0.04, 0.33, 0.43]
}


No. 4
{
  "formula": "C2H5IO",
  "method": "ωB97M-V with the def2-TZVPD basis set",
  "homo_ev": [-5.6, -9.9],
  "homo_lumo_gap_ev": [6.224, 7.167],
  "multiplicity": 3,
  "symbols": ["C", "C", "O", "I", "H", "H", "H", "H", "H"],
  "xyz": [[0.40, -0.84, 0.55], [-0.14, 0.31, -0.28], [-1.17, 1.00, 0.21], [-0.36, -0.29, -2.30], [-0.28, -1.71, 0.96], [1.24, -1.32, 0.04], [0.84, -0.43, 1.56], [0.93, 1.47, -0.52], [-1.46, 1.80, -0.22]],
  "mulliken_charge": [-1.06, -0.12, -0.34, 0.03, 0.30, 0.38, 0.28, 0.18, 0.35]
}


Calculated total energy? In order: -848332.9723 -6414.4356 -65451.2777 -12296.9473 eV.
Largest force on an atom? In order: 2.60 1.91 0.75 3.62 eV Å⁻¹.
ΔE to the lowest compared entry with this formula, charge and spin? In order: 0.7 57.8 4.1 27.3 kcal per mole.